Record 1
Formula: C5H2F2O3
Source: OMol25
Level of theory: ωB97M-V with the def2-TZVPD basis set

```
12
Properties=species:S:1:pos:R:3:nbo_charge:R:1
O 3.40 -1.03 0.15 -0.535
C 2.36 -0.49 0.05 0.971
O 1.16 -1.09 0.10 -0.472
C 0.12 -0.14 -0.06 -0.137
C 0.88 1.18 -0.21 0.636
F 0.54 2.08 0.73 -0.315
C 0.60 1.97 -1.74 -0.274
C 0.27 2.29 -2.84 0.419
F 0.00 2.75 -4.00 -0.252
O 2.21 0.85 -0.13 -0.481
H -0.50 -0.12 0.84 0.218
H -0.48 -0.40 -0.93 0.222
```

Summary:
Gap between HOMO and LUMO in Ha: 0.422
Molecular weight in g mol⁻¹: 148.06
Multiplicity: 1
E_tot in Ha: -617.07361
SMILES: O=C1OC[C@](F)(C#CF)O1
Net charge: 0



Record 2
Formula: C3H7N3OS
Source: OMol25
Level of theory: ωB97M-V with the def2-TZVPD basis set

```
15
Properties=species:S:1:pos:R:3:nbo_charge:R:1
N -1.16 1.33 -0.63 -0.807
C -0.76 0.39 0.41 -0.133
C -1.64 -0.86 0.44 -0.100
O -0.96 -1.79 -0.42 -0.379
N 0.40 -1.50 -0.38 -0.160
C 0.55 -0.33 0.11 0.310
N 1.76 0.33 0.22 -0.759
S 3.26 -0.46 -0.03 0.203
H -0.47 2.08 -0.71 0.361
H -1.15 0.83 -1.49 0.361
H -0.73 0.92 1.36 0.204
H -2.64 -0.65 0.06 0.210
H -1.68 -1.29 1.46 0.185
H 1.78 1.07 0.91 0.397
H 3.45 -0.09 -1.32 0.107
```

Summary:
Gap between HOMO and LUMO in Ha: 0.339
Molecular weight in g mol⁻¹: 133.18
Multiplicity: 1
E_tot in Ha: -756.12899
SMILES: N[C@H]1CON=C1NS
Net charge: 0



Record 3
Formula: C2H4NO3P
Source: OMol25
Level of theory: ωB97M-V with the def2-TZVPD basis set

```
11
Properties=species:S:1:pos:R:3:nbo_charge:R:1
O -0.15 -2.88 0.04 -0.528
C 0.16 -1.73 0.08 0.769
C -0.66 -0.40 0.05 -0.369
N 0.08 0.77 0.37 -0.809
P 1.98 0.11 -0.22 1.935
O 3.27 0.49 0.40 -1.004
O 1.44 -1.44 0.07 -0.759
H -0.98 -0.28 -1.13 0.219
H -1.61 -0.52 0.60 0.248
H 0.27 1.00 1.30 0.371
H 2.12 0.24 -1.58 -0.072
```

Summary:
Gap between HOMO and LUMO in Ha: 0.391
Molecular weight in g mol⁻¹: 121.03
Multiplicity: 1
E_tot in Ha: -700.44011
SMILES: O=C1CN[P@@H](=O)O1
Net charge: 0



Record 4
Formula: C2H4AgO3
Source: OMol25
Level of theory: ωB97M-V with the def2-TZVPD basis set

```
10
Properties=species:S:1:pos:R:3:nbo_charge:R:1
O -0.13 -1.59 0.50 -0.630
C -1.22 -1.03 0.15 0.262
C -1.30 0.40 0.27 0.082
O -0.47 0.89 1.13 -0.460
H -2.12 -1.62 -0.05 0.208
H -2.28 0.89 0.15 0.228
Ag 1.26 -0.19 0.96 1.267
O 2.07 0.71 -0.64 -1.037
H 2.81 0.35 -1.15 0.531
H 1.37 1.18 -1.30 0.549
```

Summary:
Gap between HOMO and LUMO (alpha / beta) in Ha: 0.313 / 0.250
Molecular weight in g mol⁻¹: 183.92
Multiplicity: 3
E_tot in Ha: -450.86298
<S²>: 2.014
Net charge: +1



Question: Which of these has the highest E_tot?
Answer: C2H4AgO3



Question: Which of these has the highest E_tot?
Answer: C2H4AgO3